Density functional theory data (wB97M-V/def2-TZVPD) for 2 unconnected molecules or ions with the total composition C5H13NOPS in a non-equilibrium geometry.

- energy relative to the best compared isomer or geometry (same formula, charge and spin) (eV) = 2.383
- net charge = +1
- 2S+1 = 1
- total energy (eV) = -29048.15523
- HOMO level (spin up / spin down) (Ha) = -0.50302 / -0.50304

Geometry (Å):
C -0.77 1.41 1.61
C 0.64 0.88 1.05
C 0.91 1.63 -0.29
C 1.70 -1.91 -0.42
C -1.99 -0.61 -1.27
N 0.30 -0.52 0.88
O -1.77 0.64 1.00
P -1.24 -0.69 0.35
S -2.24 -2.32 1.32
H -0.79 1.22 2.62
H -0.97 2.35 1.20
H 1.34 0.93 1.80
H -0.01 1.66 -0.75
H 1.53 1.10 -1.00
H 1.28 2.58 -0.16
H 1.89 -1.12 -1.19
H 2.37 -1.93 0.46
H 1.10 -2.75 -0.75
H -1.48 0.19 -1.73
H -2.97 -0.27 -1.13
H -1.93 -1.47 -1.82
H -2.17 -1.68 2.64